The following is a DFT calculation (ωB97M-V/def2-TZVPD) of 2 unconnected molecules or ions with the total composition C3H7F2NS at a distorted geometry.

Values from the calculation:
HOMO energy in eV: -9.25
Frontier orbital gap in eV: 10.1
SMILES: [H]/N=C/CS.FCF
Energy above the lowest of the compared OMol25 structures with the same formula, charge and spin in kJ/mol: 80.77

Each line ends with the natural charge from an NBO analysis.
Positions of all 14 atoms, in Å:
C: -1.458 0.554 -0.406  -0.58
C: -1.254 -0.966 -0.501  0.16
C: 2.474 0.311 0.223  0.43
N: -0.316 -1.403 0.158  -0.63
F: 3.691 -0.233 0.289  -0.35
F: 2.584 1.520 -0.312  -0.34
S: -2.812 0.981 0.671  -0.03
H: -1.907 0.934 -1.298  0.22
H: -0.659 1.112 -0.092  0.23
H: -2.017 -1.528 -1.157  0.16
H: 1.936 -0.379 -0.552  0.12
H: -0.116 -2.316 -0.009  0.34
H: 1.863 0.278 1.187  0.14
H: -2.008 1.135 1.799  0.13

Forces on atoms 1 to 6 (eV/Å):
-2.879 -2.163 -0.957
-2.373 2.292 -1.426
-2.833 -3.009 -1.532
1.550 1.772 1.219
1.148 -0.073 1.001
-0.006 1.344 0.083